1.
{
  "formula": "C21H15BrF8N2O6S2SiTc",
  "method": "wB97M-V/def2-TZVPD",
  "multiplicity": 2,
  "charge": 0,
  "e_homo_ev": [-9.5062, -9.5055],
  "energy_ha": -5909.66289,
  "elements": ["Tc", "Br", "C", "C", "N", "C", "C", "C", "C", "O", "O", "H", "H", "H", "C", "C", "C", "C", "C", "C", "Si", "C", "C", "C", "C", "C", "C", "H", "H", "H", "H", "H", "H", "H", "H", "H", "H", "H", "F", "C", "F", "F", "S", "O", "O", "N", "S", "O", "O", "C", "F", "F", "F", "F", "C", "F", "H"],
  "xyz": [[-0.00644, -0.98470, -0.16348], [-4.75597, -4.78226, -1.56889], [-4.87671, -2.94862, -1.15284], [-6.11279, -2.36751, -0.89716], [-6.22723, -1.09368, -0.58611], [-5.15151, -0.34435, -0.47048], [-3.87003, -0.84296, -0.70701], [-3.73064, -2.17814, -1.06773], [-2.65758, 0.00249, -0.50962], [-2.65635, 1.00586, 0.16776], [-1.60163, -0.42185, -1.14676], [-7.02875, -2.93862, -0.94132], [-5.31324, 0.68603, -0.19204], [-2.75984, -2.59851, -1.27695], [2.08241, 4.18793, -3.98566], [2.31969, 2.99360, -4.64557], [2.04328, 1.79204, -4.02124], [1.51119, 1.75263, -2.72683], [1.22267, 2.96953, -2.10085], [1.52439, 4.17205, -2.71707], [1.48947, 0.06733, -1.79972], [2.63709, 0.24108, -0.25339], [2.41944, 1.20535, 0.72805], [3.24215, 1.28000, 1.83802], [4.28448, 0.37781, 1.97988], [4.52763, -0.56723, 0.99374], [3.69292, -0.65265, -0.10359], [2.33121, 5.12618, -4.45754], [2.74250, 2.99998, -5.63948], [2.26298, 0.86574, -4.53030], [0.77182, 2.97701, -1.11843], [1.33351, 5.10102, -2.20001], [2.22778, -0.77618, -2.80569], [1.60831, 1.90667, 0.62092], [3.06958, 2.04065, 2.58576], [4.91513, 0.41186, 2.85424], [5.36419, -1.24402, 1.08256], [3.86995, -1.38995, -0.87214], [-0.86597, -3.02345, 4.27289], [0.23900, -2.50974, 3.76676], [1.01785, -3.53301, 3.38853], [0.90590, -1.83240, 4.69671], [-0.02853, -1.45163, 2.23310], [-1.31962, -1.72837, 1.67610], [1.04348, -1.92162, 1.34786], [0.27466, 0.05210, 2.47238], [-0.48096, 0.64658, 3.74880], [-1.30258, -0.40622, 4.26527], [0.38969, 1.36065, 4.61132], [-1.58097, 1.93502, 2.93723], [-1.73705, 3.03020, 3.67414], [-0.98702, 2.29912, 1.80184], [-2.77626, 1.43080, 2.69258], [-0.53996, -3.64503, -0.55727], [0.18795, -2.76438, -1.28973], [-0.38226, -2.77665, -2.52383], [1.19755, -3.19359, -1.40770]],
  "forces_ev_per_a": [[0.7614, 1.7798, -4.2207], [-0.0268, -0.0599, -0.0496], [0.0342, 0.0167, 0.0971], [0.3764, -0.3792, -0.1604], [-0.7707, 0.3955, 0.2209], [0.5930, 0.0112, -0.0662], [-0.0257, -0.1497, 0.0389], [-0.3053, 0.0839, -0.0704], [-1.5766, 1.1149, 0.8250], [-0.0598, -0.3227, -0.4241], [2.3778, -1.4042, -0.0924], [-0.0285, -0.1616, -0.0646], [0.1586, 0.1447, 0.0415], [0.0428, -0.0737, 0.0047], [-0.0321, -0.0711, 0.0108], [0.0671, 0.1464, -0.0553], [-0.1156, -0.3337, 0.3712], [-0.3886, -0.4639, 0.4542], [0.0248, -0.2328, -0.0487], [-0.0489, 0.0700, 0.0722], [0.8113, 0.8420, -0.3511], [-1.2607, -0.5271, -0.6168], [0.0553, 0.1018, 0.0529], [0.0689, 0.1147, 0.0008], [-0.0542, 0.1105, -0.0475], [0.0610, -0.2213, -0.1188], [0.2256, -0.1277, 0.0702], [-0.0056, 0.0954, -0.0484], [0.0192, -0.0174, -0.0780], [0.0475, -0.1190, -0.1000], [-0.0361, 0.0588, 0.0825], [-0.0565, 0.0709, 0.0267], [-0.4075, -0.1726, 0.4091], [-0.1692, 0.1038, 0.0679], [-0.0504, -0.0229, 0.0928], [0.0871, 0.0484, 0.0994], [0.0576, -0.0737, 0.0599], [0.0754, -0.1810, -0.0233], [0.0714, 0.4360, -0.4078], [0.4896, -0.9418, 0.7880], [-0.1675, 0.2649, -0.2105], [-0.1708, 0.0361, -0.3624], [-0.1837, 0.0052, 3.2015], [-1.1296, -0.6235, -0.0244], [0.8502, -0.5747, -1.0369], [0.5869, -0.4726, -0.2791], [-0.8401, 0.8162, 0.6120], [-0.6720, 0.1334, 0.4359], [0.3187, 0.2830, -0.0850], [-0.1540, 0.2052, -0.1910], [0.2535, -0.2858, 0.3376], [0.0772, 0.1220, -0.0436], [0.1518, -0.1470, 0.1822], [-0.2888, -0.4863, 0.4321], [0.3622, 0.1137, -0.0191], [0.0260, 0.5314, -0.0242], [-0.1071, 0.3904, 0.2327]],
  "nbo_charge": [0.85, 0.08, -0.16, 0.03, -0.40, 0.08, -0.21, -0.10, 0.77, -0.58, -0.65, 0.21, 0.22, 0.23, -0.19, -0.20, -0.20, -0.46, -0.13, -0.23, 1.16, -0.46, -0.20, -0.16, -0.17, -0.22, -0.18, 0.22, 0.22, 0.22, 0.20, 0.22, -0.16, 0.22, 0.22, 0.22, 0.22, 0.22, -0.28, 0.79, -0.30, -0.29, 2.17, -0.89, -0.85, -1.19, 2.23, -0.94, -0.89, 0.74, -0.30, -0.31, -0.29, -0.36, 0.43, -0.35, 0.14]
}

2.
{
  "formula": "C60H52F4N8O28",
  "method": "wB97M-V/def2-TZVPD",
  "charge": 0,
  "e_homo_ev": -9.7062,
  "energy_ha": -5261.13061,
  "elements": ["C", "C", "O", "C", "O", "O", "F", "H", "H", "H", "C", "C", "O", "C", "O", "O", "F", "H", "H", "H", "C", "C", "O", "C", "O", "O", "F", "H", "H", "H", "C", "C", "O", "C", "O", "O", "F", "H", "H", "H", "C", "C", "C", "C", "C", "C", "N", "O", "O", "H", "H", "H", "H", "H", "C", "C", "C", "C", "C", "C", "N", "O", "O", "H", "H", "H", "H", "H", "C", "C", "C", "C", "C", "C", "N", "O", "O", "H", "H", "H", "H", "H", "C", "C", "C", "C", "C", "C", "N", "O", "O", "H", "H", "H", "H", "H", "C", "C", "C", "C", "C", "C", "N", "O", "O", "H", "H", "H", "H", "H", "C", "C", "C", "C", "C", "C", "N", "O", "O", "H", "H", "H", "H", "H", "C", "C", "C", "C", "C", "C", "N", "O", "O", "H", "H", "H", "H", "H", "C", "C", "C", "C", "C", "C", "N", "O", "O", "H", "H", "H", "H", "H"],
  "xyz": [[1.21816, -3.23217, 3.27273], [1.06968, -1.83857, 3.91739], [2.14960, -1.79054, 4.83086], [2.71199, -3.06375, 5.02714], [3.59243, -3.33770, 5.77402], [2.08574, -3.91095, 4.17967], [-0.15740, -1.75929, 4.59884], [1.69359, -3.18536, 2.32152], [0.21782, -3.73147, 3.15980], [1.17328, -0.98787, 3.22892], [-4.90205, -0.91364, -3.96808], [-3.49430, -0.89379, -3.38308], [-3.41611, -2.12633, -2.85016], [-4.70991, -2.67409, -2.64959], [-4.87434, -3.73823, -2.13582], [-5.63386, -1.88259, -3.22161], [-3.40585, 0.05058, -2.36132], [-4.87350, -1.30155, -4.97149], [-5.40427, 0.05020, -3.96285], [-2.73797, -0.59213, -4.08108], [-0.28903, -1.32827, -0.90909], [-0.96389, -1.61154, 0.44480], [-0.57954, -0.52373, 1.23003], [0.56193, 0.03242, 0.74075], [1.34709, 0.72464, 1.34057], [0.75721, -0.40920, -0.53927], [-0.43272, -2.67735, 1.02692], [-0.92007, -0.74747, -1.63572], [0.03720, -2.27909, -1.33247], [-2.05139, -1.71556, 0.32068], [2.21929, -1.87424, -5.17023], [1.70217, -2.29609, -3.88429], [0.30006, -2.25398, -3.96170], [-0.05875, -1.46142, -5.09349], [-1.17360, -1.23031, -5.40543], [1.10023, -1.28467, -5.74916], [2.09722, -1.48939, -2.83741], [2.67165, -2.67028, -5.76844], [3.00870, -1.10994, -5.10754], [1.94428, -3.33313, -3.65741], [-4.64514, -2.86132, 0.91374], [-5.22778, -1.63171, 0.66041], [-4.97791, -0.54497, 1.47061], [-4.14656, -0.73256, 2.58805], [-3.57672, -1.98226, 2.87152], [-3.78056, -3.03257, 1.98786], [-3.74656, 0.41413, 3.36125], [-4.47041, 1.37717, 3.42623], [-2.67001, 0.40471, 3.89651], [-4.89191, -3.65818, 0.23756], [-5.85591, -1.47453, -0.20691], [-5.27115, 0.46326, 1.22046], [-2.89815, -2.09033, 3.70485], [-3.20404, -3.92606, 2.21331], [5.13647, -0.14968, -1.12150], [4.16647, 0.66452, -0.52308], [4.49912, 1.52045, 0.52513], [5.77378, 1.52649, 0.97974], [6.74647, 0.68355, 0.44101], [6.43469, -0.14242, -0.61984], [6.13447, 2.51522, 2.07231], [5.57945, 3.57648, 2.16620], [7.02253, 2.15982, 2.87023], [4.89100, -0.85827, -1.96109], [3.14767, 0.61347, -0.86700], [3.69422, 2.09736, 0.99517], [7.71714, 0.61489, 0.92408], [7.22652, -0.81298, -1.06488], [2.37641, -4.08185, -0.03605], [3.05090, -2.91764, 0.28785], [4.31214, -3.00941, 0.92484], [4.79002, -4.25498, 1.30865], [4.10619, -5.45693, 1.07058], [2.91133, -5.32089, 0.35362], [6.13130, -4.30966, 1.98085], [6.74673, -3.26499, 1.96471], [6.45003, -5.30491, 2.52996], [1.46237, -4.00191, -0.61128], [2.75237, -1.99064, -0.03257], [4.87992, -2.14463, 1.18881], [4.59234, -6.37437, 1.51113], [2.39127, -6.26758, 0.07589], [-0.92655, 5.51321, -2.24485], [0.43571, 5.28913, -2.44974], [0.87269, 4.05342, -2.86033], [-0.06778, 3.00486, -3.01549], [-1.38752, 3.19930, -2.81619], [-1.82531, 4.46099, -2.43373], [0.42755, 1.68066, -3.56488], [1.52390, 1.65491, -4.06083], [-0.23994, 0.68872, -3.50910], [-1.28438, 6.45300, -1.86250], [1.11048, 6.11823, -2.27945], [1.88002, 3.82938, -3.09360], [-2.10999, 2.40101, -2.84131], [-2.89582, 4.64300, -2.31940], [-2.31601, 2.55091, 1.15262], [-2.73351, 1.83477, 0.03052], [-3.80423, 2.27554, -0.69558], [-4.42160, 3.39502, -0.31509], [-4.07825, 4.14075, 0.77121], [-3.09196, 3.65425, 1.60371], [-5.58187, 3.79397, -1.09363], [-5.78808, 3.18502, -2.13327], [-6.32229, 4.65790, -0.65536], [-1.50629, 2.21010, 1.77855], [-2.05955, 1.00288, -0.28605], [-4.19517, 1.71800, -1.50619], [-4.60521, 5.04549, 0.95748], [-2.90597, 4.12778, 2.56665], [2.10978, 4.82022, 0.86536], [0.73307, 4.54736, 1.01850], [-0.19196, 5.54551, 0.94368], [0.19035, 6.87001, 0.70915], [1.55133, 7.15733, 0.57425], [2.47039, 6.18003, 0.65418], [-0.77684, 7.93693, 0.45521], [-0.30994, 8.94762, -0.01328], [-1.94400, 7.68605, 0.62296], [2.83557, 4.01987, 0.85618], [0.40401, 3.49453, 1.18125], [-1.28055, 5.31447, 1.03888], [1.84952, 8.20230, 0.61850], [3.49719, 6.38253, 0.64992], [-2.35670, -8.83060, -3.58424], [-0.96728, -8.63003, -3.80018], [-0.37370, -7.45091, -3.35592], [-1.16510, -6.55291, -2.66631], [-2.49732, -6.71593, -2.48178], [-3.09886, -7.88233, -2.94060], [-0.44593, -5.33189, -2.22668], [0.76076, -5.17948, -2.45220], [-1.08598, -4.45065, -1.70756], [-2.89410, -9.72579, -3.80516], [-0.32034, -9.39998, -4.11224], [0.71818, -7.23079, -3.41914], [-3.02374, -5.88420, -1.96251], [-4.15900, -8.01476, -2.73098], [1.80916, 2.24946, 4.41029], [0.40111, 2.02521, 4.26336], [-0.50208, 3.09142, 4.29077], [0.05536, 4.35977, 4.42014], [1.40553, 4.60333, 4.46647], [2.29291, 3.54168, 4.51231], [-0.88436, 5.52313, 4.41259], [-2.04794, 5.25840, 4.19896], [-0.39751, 6.61065, 4.55790], [2.52164, 1.47782, 4.59655], [0.00132, 1.01825, 4.19828], [-1.55553, 2.96409, 4.28031], [1.86864, 5.58363, 4.50266], [3.35859, 3.65092, 4.67917]],
  "forces_ev_per_a": [[-1.1179, 0.3265, 0.9804], [0.2714, -0.5547, 0.2088], [-0.0361, -0.4497, 0.1833], [-0.7316, 0.5177, -0.6282], [-0.7113, 0.4142, -0.4494], [0.1082, -0.5260, 0.1902], [1.1221, 0.0925, -0.4686], [0.3366, 0.0803, -0.6699], [1.1202, 0.2988, 0.4259], [-0.3459, -0.2144, 0.3976], [-0.1897, 0.8973, -0.6134], [-1.7669, 1.3857, -0.3530], [-0.2779, -1.9536, 0.9964], [0.8039, -0.6393, -0.3560], [0.0073, 1.0042, -0.2103], [0.9046, -0.2773, 0.9059], [-0.0234, -0.1780, 0.1881], [0.2027, 0.0933, -0.6109], [-0.0441, -0.0414, 0.2147], [0.5314, -0.5839, -0.2975], [-0.8869, 0.8784, -0.0541], [-0.6099, 1.5028, -2.0667], [-0.1092, 0.9837, 0.7024], [1.2005, -0.4826, -0.6602], [-1.4593, -0.6046, -0.6526], [0.3050, 0.0116, 0.7916], [0.3906, -1.7687, 0.5753], [0.2664, -0.9380, 0.7119], [0.4153, 0.4179, -0.1048], [0.2766, 0.1316, 0.6220], [1.4187, 1.2935, -0.9777], [-0.9305, -1.8023, 2.4339], [-0.3580, 1.0692, -0.9771], [1.7924, -2.4138, 1.3641], [0.3762, 0.4195, -0.2450], [-1.6535, 1.4913, -2.2344], [0.1737, -0.0613, -0.2227], [-0.6824, -0.1524, -0.1125], [-0.3303, -0.1081, 0.3407], [0.2264, 0.1239, 0.4941], [-0.0171, -0.2770, -0.0240], [-0.1610, 0.3286, -0.1374], [1.0899, 0.2671, 0.9968], [-0.3528, -1.2966, -1.0669], [0.1076, 0.9172, -0.4088], [-0.0049, 0.2494, 0.6436], [-0.1077, 0.9148, 0.3851], [-1.1800, 0.3818, -0.4510], [1.4311, -0.7403, 0.4756], [0.2177, -0.3399, -0.1044], [-0.0502, -0.2106, -0.0376], [-0.3444, -0.0178, 0.0531], [0.0078, 0.0949, 0.0836], [-0.4802, -0.1930, -0.3852], [-0.4216, -0.4804, -0.5154], [0.4453, -0.5224, -0.4062], [-1.7583, 0.0107, -0.3600], [1.1521, 0.6253, 0.4703], [0.4726, 0.1490, 0.8718], [0.7036, -0.7133, -0.5719], [1.9232, -1.6212, 1.3950], [-0.8487, 0.2582, -0.6673], [-1.1097, 0.1163, -1.4321], [0.0677, 0.9775, 0.9792], [-0.2032, 0.0480, -0.0508], [0.5484, -0.1134, -0.1616], [-0.0730, 0.2739, -0.1905], [-1.0290, 0.8550, 0.6551], [0.5216, -0.1753, 0.2140], [2.3360, -2.2012, 0.7982], [-1.0476, -0.6782, 0.0482], [-0.1698, -0.3493, -0.2474], [0.6620, 0.7927, 0.4566], [-0.4006, -1.5538, -0.0704], [-1.7420, 2.1660, -0.7481], [0.6645, 0.1066, 0.0005], [0.7481, -2.0032, 0.7889], [0.0565, -0.3155, 0.1347], [-0.9920, 2.1057, -0.6407], [0.2439, 0.4500, -0.0931], [-1.0061, 0.8647, -0.9308], [0.2514, 0.9663, 0.2397], [-0.2586, -1.1297, 0.0341], [-0.3447, 0.4089, 0.1198], [-1.0548, -1.1350, -0.2464], [1.9121, 0.1309, -0.6491], [-1.3427, 0.0017, 0.6291], [-0.1394, 0.9056, 0.0049], [0.7517, 1.2499, 0.3429], [1.0449, 0.6958, -0.2781], [-1.9194, -0.7892, 0.6243], [-0.0711, 0.2802, -0.1789], [0.2241, -0.1846, -0.0663], [0.9011, 0.0129, -0.0648], [0.0328, -0.2587, -0.3876], [0.3593, -0.1282, 0.1123], [-1.4896, 0.4754, 0.6737], [2.4845, -0.3358, 0.5990], [0.4986, -1.7495, -0.4113], [-1.0522, 1.2951, -0.0896], [0.2302, 0.0616, 0.9102], [0.9548, -0.5185, -0.3532], [-1.1530, 0.1851, -0.4194], [-0.0181, 0.2443, -0.0220], [0.5002, -0.2022, -0.1481], [0.2080, -0.1591, -0.0308], [-1.1035, 0.5375, 0.0824], [-0.1072, -0.1968, -0.5643], [-0.3846, 0.4567, 0.3884], [0.1879, -0.0314, -0.3968], [-1.5480, 1.2290, -0.4606], [1.5986, -1.7240, 0.0635], [-2.3397, 1.3092, -0.0610], [1.0996, -1.4080, -0.0078], [-1.4487, 1.9224, 0.8027], [0.2334, -3.1499, 0.6081], [0.7296, -0.9746, -0.1754], [-0.3417, 0.8642, -0.0311], [-0.6860, 0.1814, 0.1768], [0.0981, 0.1624, 0.1913], [0.2704, 0.9617, -0.1025], [1.0905, 0.2572, -0.1127], [0.0092, -0.1927, -0.5702], [1.3399, 0.5510, -0.2034], [1.2034, 0.0225, 0.0390], [-0.9963, 0.8396, 1.0709], [0.7237, -0.7057, 0.0696], [1.8982, 0.3514, -0.7726], [-1.1361, 1.3720, 0.9765], [-0.5849, 1.0924, 0.5980], [0.6103, 1.0424, -0.3186], [-0.9100, -0.9997, -0.1169], [-0.7442, 0.0626, 0.5047], [0.2511, -0.6861, -0.5236], [0.3579, -0.8494, -0.8355], [-1.1337, -0.4425, -0.1390], [0.1162, -0.9182, -0.4448], [0.2412, -0.1165, -0.2085], [-1.8032, 0.4805, 0.2468], [0.8162, 0.1441, 0.2747], [1.9048, -0.1698, 0.2111], [-0.6197, 0.3412, -0.3475], [1.0248, 0.5151, 0.2422], [-0.3018, -0.8565, -0.0487], [0.9922, -1.4030, -0.4075], [-0.4625, 0.5809, 0.1988], [-0.2480, 0.8453, 0.1533], [0.0564, -0.8556, -0.3260], [0.1072, 0.0510, 0.0218], [-0.6629, -0.2348, -0.0946], [-0.6865, 0.1598, 0.0636], [-0.1059, 0.4230, -0.1698]],
  "lowdin_charge": [-0.06, -0.26, 0.10, -0.50, 0.19, 0.07, 0.02, 0.08, 0.15, 0.14, -0.03, -0.32, 0.12, -0.49, 0.16, 0.10, 0.01, 0.14, 0.15, 0.13, -0.04, -0.32, 0.11, -0.51, 0.14, 0.03, 0.10, 0.13, 0.10, 0.16, -0.08, -0.33, 0.09, -0.49, 0.17, 0.09, 0.05, 0.15, 0.16, 0.15, -0.07, -0.06, 0.01, -0.14, 0.00, -0.07, -0.36, 0.10, 0.08, 0.09, 0.11, 0.12, 0.12, 0.12, -0.08, -0.06, -0.02, -0.13, -0.01, -0.08, -0.33, 0.08, 0.06, 0.12, 0.09, 0.10, 0.12, 0.13, -0.08, -0.06, 0.02, -0.13, 0.01, -0.06, -0.37, 0.07, 0.11, 0.07, 0.06, 0.10, 0.14, 0.12, -0.04, -0.06, 0.01, -0.11, -0.02, -0.04, -0.31, 0.10, 0.07, 0.10, 0.11, 0.11, 0.11, 0.11, -0.04, -0.05, -0.06, -0.19, 0.02, -0.04, -0.34, 0.06, 0.09, 0.09, 0.11, 0.09, 0.13, 0.09, -0.01, -0.07, -0.03, -0.15, -0.02, -0.06, -0.37, 0.08, 0.09, 0.08, 0.11, 0.11, 0.13, 0.09, -0.06, -0.03, 0.00, -0.16, 0.00, -0.07, -0.30, 0.03, 0.09, 0.10, 0.09, 0.13, 0.13, 0.12, -0.04, -0.04, -0.01, -0.15, -0.02, -0.07, -0.35, 0.05, 0.10, 0.10, 0.09, 0.10, 0.13, 0.11]
}